1.
The following is a quantum chemistry calculation of a structure of composition C26H41ClO2P2PtSb, from OMol25.

The geometry in XYZ format:
```
74
Properties=species:S:1:pos:R:3
Pt -0.165 -0.285 0.330
C 2.619 -1.920 -0.394
P 0.860 -2.229 -0.108
C 0.798 -3.544 1.135
C 0.217 -2.949 -1.632
C 0.689 -4.151 -2.150
C 0.196 -4.620 -3.359
C -0.762 -3.894 -4.055
C -1.237 -2.694 -3.545
C -0.748 -2.223 -2.332
P -1.320 -0.689 -1.589
C -3.072 -0.870 -1.193
C -1.200 0.633 -2.804
H 3.108 -2.855 -0.674
H 3.089 -1.524 0.504
H 2.734 -1.205 -1.207
H 1.391 -4.393 0.795
H -0.234 -3.861 1.276
H 1.212 -3.180 2.076
H 1.446 -4.727 -1.630
H 0.565 -5.552 -3.764
H -1.139 -4.262 -5.000
H -1.984 -2.139 -4.100
H -3.629 -1.059 -2.113
H -3.442 0.047 -0.737
H -3.215 -1.707 -0.512
H -1.816 0.396 -3.672
H -0.165 0.759 -3.119
H -1.557 1.559 -2.353
C 2.844 2.335 4.075
C 2.523 0.875 3.765
C 3.614 0.185 2.954
Sb 0.636 0.741 2.755
C -0.784 1.687 4.075
C -2.137 0.985 3.994
C -0.895 3.182 3.787
C -1.448 -3.446 5.687
C -0.745 -2.773 6.740
C -1.190 -4.793 5.264
H 3.790 2.378 4.617
H 2.088 2.808 4.703
H 2.957 2.922 3.163
H 2.353 0.336 4.703
H 3.780 0.694 2.002
H 3.389 -0.865 2.758
H 4.554 0.219 3.507
H -0.335 1.541 5.062
H -2.540 1.019 2.980
H -2.851 1.485 4.650
H -2.087 -0.063 4.303
H -1.427 3.370 2.853
H 0.068 3.688 3.743
H -1.478 3.643 4.587
H -2.322 -2.950 5.263
H 0.261 -3.140 6.934
H -1.367 -3.093 7.612
H -0.846 -1.689 6.737
H -0.187 -5.162 5.468
H -1.571 -5.026 4.271
H -1.877 -5.356 5.944
Cl -0.471 8.144 -1.378
C -0.339 6.554 -0.771
C -1.307 5.609 -1.111
C -1.198 4.325 -0.625
C -0.129 3.978 0.210
C 0.831 4.940 0.552
C 0.730 6.222 0.060
C -0.028 2.628 0.724
O -0.875 1.737 0.412
O 0.956 2.353 1.542
H -2.130 5.898 -1.749
H -1.952 3.590 -0.871
H 1.657 4.672 1.196
H 1.466 6.974 0.308
```

## Properties
Gap between HOMO and LUMO in eV: 4.89
Energy in eV: -72583.5332
2S+1: 1
Total charge: +3
E_LUMO in eV: -10.6

Charges obtained by Mulliken population analysis, quoted in units of e:
1 Pt 1.1006
2 C -1.1209
3 P 1.0098
4 C -1.2803
5 C 0.5298
6 C -0.9001
7 C -0.8300
8 C -0.7823
9 C -0.9113
10 C 0.5639
11 P 0.9312
12 C -1.2717
13 C -1.0714
14 H 0.4573
15 H 0.2544
16 H 0.4132
17 H 0.5016
18 H 0.3766
19 H 0.3776
20 H 0.3517
21 H 0.4336
22 H 0.4374
23 H 0.3941
24 H 0.4414
25 H 0.3922
26 H 0.3908
27 H 0.4712
28 H 0.3957
29 H 0.2390
30 C -1.3194
31 C 0.0868
32 C -1.3332
33 Sb 0.6650
34 C 0.2065
35 C -1.2151
36 C -1.3437
37 C 0.5054
38 C -1.0027
39 C -1.0957
40 H 0.4803
41 H 0.2988
42 H 0.2892
43 H 0.4542
44 H 0.3398
45 H 0.2501
46 H 0.4848
47 H 0.4855
48 H 0.2662
49 H 0.4571
50 H 0.1564
51 H 0.2473
52 H 0.2796
53 H 0.5428
54 H 0.3491
55 H 0.3869
56 H 0.3835
57 H 0.3279
58 H 0.3956
59 H 0.3560
60 H 0.3882
61 Cl -0.1299
62 C 0.4569
63 C -0.9917
64 C -0.2900
65 C 0.7850
66 C -0.1564
67 C -0.9111
68 C 0.1614
69 O -1.0362
70 O -0.6780
71 H 0.4435
72 H 0.4100
73 H 0.4153
74 H 0.4527

---

2.
The following is a quantum chemistry calculation of the ion C8H11ClN3 with charge +1 in a non-equilibrium geometry, from OMol25.

The geometry in XYZ format:
```
23
Properties=species:S:1:pos:R:3
C -1.917 -0.018 -0.836
C -0.873 0.436 0.125
C 0.631 -0.597 0.144
N 0.617 -1.813 -0.399
C 1.690 -2.239 -1.061
N 1.557 -3.462 -1.576
C 2.332 -4.231 -2.201
Cl 3.997 -4.039 -2.449
N 1.821 0.042 0.319
C 1.843 1.205 0.830
C 0.703 1.777 1.512
C -0.565 1.766 0.609
H -2.922 0.254 -0.512
H -2.065 -1.086 -0.865
H -1.772 0.475 -1.805
H -0.071 -2.571 -0.194
H 2.444 -1.523 -1.124
H 1.932 -5.171 -2.432
H 2.801 1.738 0.767
H 0.408 1.039 2.207
H 0.848 2.754 1.866
H -0.495 2.453 -0.253
H -1.450 2.011 1.429
```

## Properties
Gap between HOMO and LUMO (spin up / spin down) in eV: 6.74 / 6.36
Energy in eV: -25455.6842
2S+1: 1
Total charge: +1
E_LUMO (spin up / spin down) in eV: -5.2 / -5.2

Charges obtained by Mulliken population analysis, quoted in units of e:
1 C -1.2147
2 C 0.1486
3 C 0.2502
4 N -0.0196
5 C -0.1775
6 N -0.4126
7 C 0.0237
8 Cl -0.0826
9 N -0.4063
10 C -0.1780
11 C -0.8555
12 C -0.2202
13 H 0.3806
14 H 0.3418
15 H 0.2810
16 H 0.3883
17 H 0.5597
18 H 0.4110
19 H 0.4439
20 H 0.3786
21 H 0.3775
22 H 0.2930
23 H 0.2889

---

3.
The following is a quantum chemistry calculation of an isolated molecule of C4H6O2, from OMol25.

The geometry in XYZ format:
```
12
Properties=species:S:1:pos:R:3
O 2.130 1.069 -1.075
C 1.189 0.688 -0.436
C 0.822 -0.733 -0.074
C -0.687 -0.670 0.126
C -0.953 0.827 0.385
O 0.266 1.525 0.100
H 1.152 -1.412 -0.861
H 1.342 -0.966 0.859
H -1.181 -0.998 -0.791
H -1.047 -1.287 0.951
H -1.261 1.044 1.411
H -1.716 1.222 -0.288
```

## Properties
Gap between HOMO and LUMO in eV: 11.14
Energy in eV: -8340.3586
2S+1: 1
Total charge: 0
E_LUMO in eV: 0.8

Charges obtained by Mulliken population analysis, quoted in units of e:
1 O -0.5573
2 C 0.4872
3 C -0.3582
4 C -0.4458
5 C -0.3602
6 O -0.3507
7 H 0.2852
8 H 0.2300
9 H 0.2625
10 H 0.2908
11 H 0.2816
12 H 0.2348

---

4.
The following is a quantum chemistry calculation of a cluster of 3 separate species, C5H12O2 in total, from OMol25.

The geometry in XYZ format:
```
19
Properties=species:S:1:pos:R:3
C 1.281 0.064 -1.113
C -0.010 -0.205 -0.931
C -0.550 -1.522 -0.440
C -2.010 -1.505 0.013
H 1.595 0.937 -1.678
H 2.072 -0.590 -0.752
H -0.756 0.521 -1.256
H -0.464 -2.200 -1.299
H 0.106 -1.945 0.333
H -2.398 -2.526 0.088
H -2.143 -1.004 0.973
H -2.628 -0.970 -0.718
C 1.668 2.322 0.325
O 1.793 1.955 1.471
H 0.685 2.523 -0.132
H 2.548 2.499 -0.319
O -0.642 0.660 1.732
H -0.301 -0.226 1.904
H 0.155 1.214 1.801
```

## Properties
Gap between HOMO and LUMO in eV: 10.10
Energy in eV: -9472.8544
2S+1: 1
Total charge: 0
E_LUMO in eV: 0.6

Charges obtained by Mulliken population analysis, quoted in units of e:
1 C -1.2373
2 C 0.2967
3 C -0.5423
4 C -1.0506
5 H 0.5140
6 H 0.2652
7 H 0.2644
8 H 0.3560
9 H 0.3007
10 H 0.3343
11 H 0.2617
12 H 0.2796
13 C -0.1595
14 O -0.5146
15 H 0.2922
16 H 0.3258
17 O -0.6227
18 H 0.3183
19 H 0.3181

---

5.
The following is a quantum chemistry calculation of a structure of composition C36H30BrFeN5S2Sb, from OMol25.

The geometry in XYZ format:
```
76
Properties=species:S:1:pos:R:3
Fe 0.189 -0.134 0.089
N -1.586 -3.011 -2.432
C -1.337 -1.986 -1.618
S 0.180 -1.094 -1.846
N -2.188 -1.643 -0.704
N -1.731 -0.553 -0.020
C -2.577 0.298 0.452
C -4.041 0.174 0.353
C -4.690 -0.964 0.824
C -6.070 -1.047 0.748
C -6.802 -0.012 0.182
C -6.157 1.117 -0.302
C -4.778 1.217 -0.207
C -1.935 1.463 1.103
C -2.628 2.422 1.820
C -1.915 3.429 2.459
C -0.532 3.432 2.379
C 0.096 2.435 1.653
N -0.586 1.486 1.011
H -0.940 -3.271 -3.156
H -2.467 -3.495 -2.364
H -4.117 -1.778 1.246
H -6.577 -1.925 1.125
H -7.879 -0.086 0.117
H -6.727 1.919 -0.750
H -4.270 2.096 -0.588
H -3.704 2.362 1.887
H -2.437 4.186 3.029
H 0.066 4.181 2.879
H 1.176 2.376 1.593
S 2.307 0.617 -0.235
Sb 2.060 2.544 -1.554
C 0.099 2.724 -2.267
C -0.819 3.583 -1.667
C -2.117 3.643 -2.152
C -2.497 2.846 -3.225
C -1.580 1.992 -3.822
C -0.278 1.932 -3.348
C 2.604 4.182 -0.374
C 1.975 5.419 -0.474
C 2.397 6.466 0.334
C 3.440 6.276 1.230
C 4.073 5.043 1.320
C 3.657 3.989 0.519
C 3.450 2.342 -3.089
C 3.535 1.145 -3.795
C 4.475 1.025 -4.806
C 5.322 2.087 -5.097
C 5.238 3.273 -4.382
C 4.298 3.408 -3.371
H -0.536 4.202 -0.824
H -2.826 4.325 -1.702
H -3.507 2.903 -3.608
H -1.874 1.382 -4.665
H 0.435 1.278 -3.836
H 1.184 5.591 -1.195
H 1.919 7.433 0.254
H 3.768 7.095 1.855
H 4.896 4.902 2.007
H 4.152 3.028 0.598
H 2.898 0.304 -3.548
H 4.553 0.101 -5.362
H 6.058 1.985 -5.883
H 5.905 4.093 -4.609
H 4.236 4.335 -2.813
Br 2.066 -2.883 0.533
C 1.189 -2.190 2.040
C 1.441 -2.814 3.253
C 0.828 -2.332 4.393
C -0.026 -1.245 4.276
C -0.219 -0.686 3.034
N 0.375 -1.132 1.911
H 2.110 -3.660 3.283
H 1.012 -2.798 5.351
H -0.542 -0.834 5.131
H -0.897 0.144 2.927
```

## Properties
Gap between HOMO and LUMO (spin up / spin down) in eV: 6.77 / 7.35
Energy in eV: -177894.2193
2S+1: 2
⟨S²⟩: 1.200
Total charge: +2
E_LUMO (spin up / spin down) in eV: -6.9 / -6.3

Charges obtained by Mulliken population analysis, quoted in units of e:
1 Fe -0.1320
2 N -0.3988
3 C 0.5576
4 S -0.4760
5 N -1.3851
6 N 1.4804
7 C 0.2794
8 C -0.4500
9 C -0.1723
10 C -0.8687
11 C -0.4800
12 C -0.9709
13 C 0.1195
14 C 0.5849
15 C -0.3972
16 C -1.1097
17 C -0.9989
18 C -0.8425
19 N 1.4402
20 H 0.2097
21 H 0.2299
22 H 0.4913
23 H 0.4209
24 H 0.4291
25 H 0.4449
26 H 0.4982
27 H 0.7079
28 H 0.5117
29 H 0.5973
30 H 0.7711
31 S -0.3849
32 Sb 1.1012
33 C 0.8922
34 C -0.3211
35 C -0.8954
36 C -0.6079
37 C -0.6981
38 C -0.7854
39 C 0.8221
40 C -0.5279
41 C -0.7959
42 C -0.5221
43 C -0.7052
44 C -0.5994
45 C 0.7582
46 C -0.4511
47 C -0.7592
48 C -0.5169
49 C -0.7144
50 C -0.4437
51 H 0.4049
52 H 0.4817
53 H 0.4664
54 H 0.4845
55 H 0.4217
56 H 0.5523
57 H 0.4529
58 H 0.4437
59 H 0.4382
60 H 0.4727
61 H 0.3625
62 H 0.4320
63 H 0.4004
64 H 0.4146
65 H 0.4514
66 Br -0.0282
67 C 0.3761
68 C -0.6627
69 C -0.2644
70 C -1.0956
71 C -0.1703
72 N 0.3922
73 H 0.4521
74 H 0.4390
75 H 0.4779
76 H 0.4670

---

6.
The following is a quantum chemistry calculation of a cluster of 2 separate species, C2H8N in total in a non-equilibrium geometry, from OMol25.

The geometry in XYZ format:
```
11
Properties=species:S:1:pos:R:3
N 0.736 1.335 0.689
H -0.039 0.758 1.036
H 1.615 1.027 1.110
H 0.664 2.314 0.981
H 0.638 1.210 -0.321
C -0.829 -1.445 -0.015
C -0.370 -0.747 -1.054
H -1.872 -1.385 0.265
H -0.080 -1.988 0.549
H -0.937 0.015 -1.590
H 0.473 -1.095 -1.650
```

## Properties
Gap between HOMO and LUMO in eV: 10.42
Energy in eV: -3685.6749
2S+1: 1
Total charge: +1
E_LUMO in eV: -4.1

Charges obtained by Mulliken population analysis, quoted in units of e:
1 N -0.5178
2 H 0.3677
3 H 0.3617
4 H 0.3869
5 H 0.3802
6 C -0.6045
7 C -0.8726
8 H 0.3288
9 H 0.3421
10 H 0.4829
11 H 0.3447

---

Relative energy (zero: lowest compared OMol25 entry of this formula, charge and spin) for every record listed, in sequence, given in kcal/mol: 2.1; 101.0; 2.4; 52.6; 0.0; 34.4.